Entry A
16
Properties=species:S:1:pos:R:3:nbo_charge:R:1 method="wB97M-V/def2-TZVPD" spin_multiplicity=1 homo_ev=-9.2
N 1.015 -0.005 -1.136 -0.8692
S -1.752 -1.414 -0.531 -0.0323
H 0.407 1.663 1.800 0.1865
C 0.280 0.173 0.145 -0.0941
H -1.793 0.628 0.852 0.2378
H -1.435 0.820 -0.906 0.2260
H 0.284 -0.665 -1.650 0.3890
C 0.894 1.354 0.810 -0.2124
H 1.963 -0.412 -0.755 0.3735
C -1.158 0.229 -0.033 -0.5214
N 2.286 1.116 1.138 -0.8382
H 2.733 1.842 1.655 0.3678
H 0.734 2.254 0.154 0.1679
H 2.789 0.929 0.332 0.3458
H 0.419 -0.720 0.940 0.1593
H -1.279 -2.026 0.544 0.1138

Entry B
16
Properties=species:S:1:pos:R:3:nbo_charge:R:1 method="wB97M-V/def2-TZVPD" spin_multiplicity=1 homo_ev=-9.0
H -2.104 0.560 -0.312 0.1854
H 0.682 -1.772 0.411 0.2161
H 3.305 -0.359 0.703 0.1330
H 0.270 -1.390 -1.924 0.3709
C 0.965 -0.729 0.285 -0.5038
H -0.875 -0.283 -2.468 0.3760
C -1.318 0.290 0.396 -0.2251
H -1.737 1.958 1.445 0.3600
H 1.058 -0.228 1.242 0.2294
H -0.171 1.707 1.349 0.3490
S 2.653 -0.599 -0.465 -0.0819
N -1.048 1.213 1.498 -0.8365
C -0.099 0.044 -0.515 -0.0606
N -0.436 -0.707 -1.698 -0.8627
H 0.430 0.979 -0.763 0.1672
H -1.576 -0.683 0.815 0.1836

Entry C
16
Properties=species:S:1:pos:R:3:nbo_charge:R:1 method="wB97M-V/def2-TZVPD" spin_multiplicity=1 homo_ev=-8.6
H -0.116 -2.944 -4.472 0.3471
H -2.237 1.184 0.661 0.2102
N 0.841 -2.980 -4.146 -0.7440
C -1.932 0.798 1.630 -0.7376
H 2.159 -1.426 -1.660 0.3909
H -0.503 2.984 4.027 0.2222
H -1.848 -0.271 1.419 0.2259
N 2.129 -1.893 -2.547 -0.8162
C 0.966 -2.435 -3.004 0.2878
H -0.631 3.845 2.498 0.2183
S -0.340 1.497 2.142 0.1616
H 2.997 -2.216 -2.942 0.3975
H -2.038 2.953 3.116 0.2188
C -0.956 2.957 3.040 -0.7348
H -2.663 1.003 2.400 0.2157
H 0.121 -2.324 -2.319 0.1366

Top of the stability list: entry B, leading by 0.273 eV.

Entry A
50
Properties=species:S:1:pos:R:3:nbo_charge:R:1 method="wB97M-V/def2-TZVPD" spin_multiplicity=1 homo_ev=-9.3
H 2.462 0.324 -2.295 0.4750
C -1.241 1.546 0.653 -0.1523
H -0.055 -0.241 -2.809 0.4889
H -1.315 -2.088 2.415 0.5060
H 1.378 -3.269 0.510 0.5240
N -0.899 2.015 3.083 -0.8247
O -1.196 -2.888 -1.203 -0.9814
O -0.683 2.999 -2.306 -0.9936
H -0.209 1.232 3.147 0.3951
O 1.215 -1.470 -2.190 -1.0077
H -2.222 0.893 -1.188 0.2124
H 0.961 3.179 -1.659 0.5024
O 1.312 -3.493 -0.453 -1.0060
H 1.993 0.178 2.119 0.1954
H -3.134 0.544 0.280 0.2185
H -1.096 2.400 3.934 0.3945
C -1.655 2.248 1.960 0.6647
H 0.812 -2.563 2.433 0.5096
H -0.582 2.272 0.070 0.2242
H -1.578 3.036 -2.029 0.4779
H -3.087 2.215 -0.294 0.2412
H -0.591 2.108 -2.694 0.5082
O 1.784 3.072 -1.230 -0.9390
H 1.582 1.812 1.495 0.2042
H -1.090 -0.500 0.792 0.3982
O 1.619 -2.962 2.114 -0.9815
H 0.850 0.661 -0.688 0.1840
H 2.289 1.846 -2.270 0.5021
H -0.923 -2.144 -1.686 0.4769
H 1.500 2.764 -0.388 0.4660
H 2.358 -2.410 2.432 0.4859
O -0.111 0.585 -3.363 -1.0194
H 1.708 -4.358 -0.555 0.5002
H 0.979 -0.937 0.195 0.1883
H 2.847 0.811 0.713 0.2202
H -0.534 -0.878 2.910 0.4844
O -2.577 3.042 1.985 -0.6145
H 1.317 -2.211 -1.551 0.5088
H -0.343 -3.247 -0.862 0.4952
O -2.386 -2.126 1.045 -0.9591
H 1.497 -1.801 -3.026 0.4854
H 0.875 0.834 -3.447 0.5068
C 1.888 0.797 1.200 -0.6337
C 0.784 0.167 0.326 -0.2174
H -3.273 -2.344 1.106 0.4832
O 2.462 1.053 -2.856 -0.9759
O -0.602 -1.836 3.045 -0.9875
H -2.083 -2.455 0.284 0.4950
C -2.486 1.275 -0.187 -0.6304
N -0.524 0.314 0.984 -0.6988

Entry B
50
Properties=species:S:1:pos:R:3:nbo_charge:R:1 method="wB97M-V/def2-TZVPD" spin_multiplicity=1 homo_ev=-9.4
H 0.105 -2.639 -3.584 0.4484
O -1.129 -1.658 1.840 -0.9886
C -0.305 2.718 -0.202 -0.0639
H -3.416 -0.372 -0.220 0.5076
C 1.292 0.908 -0.371 -0.1634
H 4.499 0.228 0.028 0.2168
O -0.492 -0.634 -0.615 -0.6076
O 4.333 2.844 0.087 -0.9287
O 2.139 2.800 3.013 -0.9553
H 3.851 -1.371 -0.235 0.2331
H 0.793 -0.331 -2.158 0.1451
H 4.576 2.053 -0.411 0.4606
H -2.852 -1.576 1.509 0.5068
H 0.382 -3.744 -0.119 0.4947
H -1.323 3.643 1.319 0.3562
N -0.634 3.884 0.621 -0.8217
H 0.067 3.086 -1.157 0.1934
H -1.133 -1.836 -3.632 0.4845
C 2.331 0.056 0.464 -0.4189
C 0.464 -0.098 -1.127 0.4511
N 0.502 1.754 0.498 -0.6772
H -0.496 -1.171 1.290 0.4985
H -4.261 -1.326 1.952 0.4859
H 3.481 -0.021 -1.319 0.2007
O -2.517 -1.923 -2.738 -0.9952
H -1.749 -3.193 -0.881 0.5154
O -3.326 0.040 -1.112 -0.9673
H 0.184 4.150 1.164 0.3533
H 1.454 2.529 2.391 0.4810
H -2.687 1.830 2.345 0.4764
H -0.011 1.226 1.197 0.4022
H -2.304 -4.101 0.201 0.4873
C 3.602 -0.313 -0.268 -0.6317
H -2.069 0.485 2.167 0.4959
H -2.778 -1.088 -2.266 0.5129
O -3.600 -0.946 1.356 -0.9898
O -1.487 -3.670 -0.075 -0.9812
O 1.250 -3.329 -0.018 -0.9607
H 2.477 0.761 1.289 0.2325
H -3.103 -1.948 -3.501 0.4846
O -0.333 -2.036 -4.192 -0.9758
H -1.105 -2.572 1.504 0.5026
H 1.818 -0.791 0.922 0.2236
H -2.439 0.414 -1.035 0.4747
O -1.825 1.404 2.356 -0.9690
H 3.440 2.689 0.412 0.4720
H 2.328 2.032 3.562 0.4685
H -1.327 2.398 -0.468 0.1584
H 1.933 1.529 -0.998 0.2127
H 1.399 -2.774 -0.785 0.4583

Top of the stability list: entry A, leading by 1.754 eV.

Entry A
9
Properties=species:S:1:pos:R:3:nbo_charge:R:1 method="wB97M-V/def2-TZVPD" charge=+1 spin_multiplicity=1 homo_ev=-14.8
O 2.080 -0.632 -0.429 -0.4822
C 1.654 0.487 -0.081 0.4137
H 0.551 0.608 0.151 0.2641
H 2.469 1.199 -0.216 0.2219
H -2.036 -0.511 1.263 0.1148
H -3.080 0.227 -0.078 0.1463
H 1.593 -1.422 -0.342 0.5472
C -2.097 -0.038 0.210 0.3465
O -1.135 0.083 -0.477 -0.5724

Entry B
9
Properties=species:S:1:pos:R:3:nbo_charge:R:1 method="wB97M-V/def2-TZVPD" charge=+1 spin_multiplicity=1 homo_ev=-14.2
H -0.841 -0.363 -0.466 0.5594
C -2.417 0.338 0.081 0.4323
H 3.243 0.461 -0.408 0.1131
O -1.676 -0.619 -0.065 -0.4334
C 2.556 -0.171 0.034 0.3501
H -2.130 1.256 -0.331 0.2132
H -3.217 0.010 0.683 0.2226
O 1.385 0.050 -0.048 -0.5849
H 3.097 -0.963 0.519 0.1275

Top of the stability list: entry A, leading by 0.094 eV.

Entry A
17
Properties=species:S:1:pos:R:3:nbo_charge:R:1 method="wB97M-V/def2-TZVPD" spin_multiplicity=1 homo_ev=-9.7
C -1.285 -0.830 -0.142 -0.0746
C 1.709 -0.041 -0.931 0.8758
H -1.858 -1.754 -0.222 0.1679
O 2.399 0.874 -1.296 -0.6309
H 2.143 -1.054 -2.446 0.5028
H -1.173 -0.331 -1.101 0.1930
N 1.079 -0.176 0.253 -0.6377
O 1.542 -1.162 -1.696 -0.7205
H -0.086 -1.295 1.547 0.1963
H 0.392 -2.148 0.140 0.2193
H -1.002 2.241 0.451 0.5112
H 0.993 0.582 0.908 0.4276
H -0.303 3.555 1.289 0.4941
O -1.980 0.142 0.639 -0.7462
C 0.066 -1.184 0.474 -0.2455
H -2.357 -0.235 1.439 0.4726
O -0.276 2.816 0.694 -1.0051

Entry B
17
Properties=species:S:1:pos:R:3:nbo_charge:R:1 method="wB97M-V/def2-TZVPD" spin_multiplicity=1 homo_ev=-10.0
H -0.953 2.411 -1.313 0.4081
H 1.070 -0.210 -1.676 0.1304
H -0.571 -2.793 -0.343 0.4571
C 0.535 1.436 -0.236 -0.3865
H 0.180 0.990 0.815 0.2809
O 0.791 -0.704 2.191 -0.9619
C 1.504 0.569 -0.949 0.4273
O -1.136 -2.971 0.364 -0.9319
N -0.700 1.452 -1.051 -0.6344
H -2.488 0.475 -1.696 0.1154
O 2.708 0.680 -0.802 -0.5208
H -1.138 -2.141 0.781 0.4759
C -1.548 0.406 -1.019 0.5456
H 0.498 -1.061 3.022 0.4842
O -1.325 -0.573 -0.429 -0.6175
H 1.722 -0.392 2.220 0.4856
H 0.851 2.425 0.122 0.2424

Entry C
17
Properties=species:S:1:pos:R:3:nbo_charge:R:1 method="wB97M-V/def2-TZVPD" spin_multiplicity=1 homo_ev=-9.8
C -0.144 0.485 1.265 -0.3429
O -0.972 -0.929 -0.934 -0.6470
O 0.956 1.600 -1.593 -0.9594
H -1.204 2.101 0.107 0.1379
H 0.682 0.475 0.572 0.2487
H 0.374 1.211 -2.244 0.4787
C -1.186 1.550 1.056 0.4247
H 2.489 -1.829 -1.157 0.4723
H 1.154 -1.357 -1.807 0.4908
H 1.776 1.139 -1.618 0.4846
O -1.774 2.045 1.978 -0.5080
H -1.665 -2.379 0.336 0.1210
H 0.266 0.746 2.246 0.2266
O 2.112 -1.265 -1.845 -0.9639
C -1.122 -1.442 0.159 0.5258
N -0.728 -0.861 1.308 -0.5963
H -1.014 -1.289 2.172 0.4065

Top of the stability list: entry A, leading by 0.685 eV.

Entry A
61
Properties=species:S:1:pos:R:3:nbo_charge:R:1 method="wB97M-V/def2-TZVPD" charge=-1 spin_multiplicity=1 homo_ev=-5.8
C -2.080 1.476 -0.397 0.0048
C 4.756 0.960 1.678 -0.1509
H -4.390 1.915 1.973 0.2213
O -0.112 -0.473 -1.008 -0.7844
C -7.235 -1.687 1.861 0.2904
Br 3.473 -3.414 0.590 0.0984
H 3.696 -3.215 -4.966 0.2068
C 2.833 -1.555 -3.942 -0.2259
H -2.927 -1.710 0.236 0.2683
C -2.215 0.772 0.783 0.2367
F 0.980 4.030 0.862 -0.5275
C 0.764 0.760 2.667 0.0648
C 1.883 -1.091 -3.023 -0.1212
N -8.246 -2.189 2.077 -0.3283
Br 5.136 2.763 2.046 0.1103
C -3.108 1.869 -1.293 -0.1701
C 2.085 -3.819 -3.673 -0.2427
C -4.557 0.882 1.698 -0.1552
F 0.680 5.094 -1.151 -0.5405
Br 7.169 0.263 3.012 0.0842
C 5.578 -0.105 2.067 -0.1588
O 2.720 1.582 0.535 -0.7349
C -1.194 0.570 1.716 0.0007
C 3.226 -0.630 0.691 0.3092
C -5.969 -1.056 1.594 -0.1932
H -2.982 3.094 -3.125 0.2224
C -0.099 0.266 3.650 -0.3272
C -3.733 -1.168 0.721 -0.2011
F 1.504 2.903 -1.137 -0.5555
C -2.512 2.612 -2.283 -0.3271
C 1.134 -3.375 -2.777 -0.1636
C -1.337 0.127 3.043 -0.1820
C 2.940 -2.894 -4.261 -0.1929
F 2.802 4.714 -0.365 -0.5282
H -5.113 -2.808 0.694 0.2280
H -6.574 0.822 2.437 0.2244
C -1.132 2.633 -1.985 0.0998
N 0.126 0.946 1.503 -0.6009
C -4.949 -1.777 0.974 -0.1445
C -0.073 -1.707 -1.459 0.8149
O -0.910 -2.523 -1.134 -0.6217
H -0.343 3.100 -2.552 0.2356
C -3.540 0.164 1.083 -0.0565
C 4.038 -1.686 1.066 -0.1741
S 1.928 0.665 -2.759 -0.1349
N -0.865 1.967 -0.867 -0.5708
H 2.164 -4.872 -3.909 0.2073
B 1.500 4.342 -0.359 1.3943
Ta 1.101 0.980 -0.469 2.3657
H 0.165 0.044 4.671 0.2222
C 3.595 0.685 0.983 0.2226
C -5.774 0.274 1.957 -0.1802
H 3.502 -0.833 -4.394 0.2176
H -2.257 -0.217 3.491 0.2214
H 1.814 0.985 2.762 0.2198
Br 6.332 -2.856 2.269 0.0844
O 2.067 -0.732 0.058 -0.7510
H -4.155 1.640 -1.177 0.2221
C 5.223 -1.417 1.758 -0.1533
H 0.450 -4.064 -2.301 0.2342
C 1.019 -2.027 -2.436 -0.1335

Entry B
61
Properties=species:S:1:pos:R:3:nbo_charge:R:1 method="wB97M-V/def2-TZVPD" charge=-1 spin_multiplicity=1 homo_ev=-5.5
C -0.376 4.298 -4.649 -0.1994
C -0.815 1.817 -0.327 -0.0011
N -1.084 1.004 0.761 -0.5439
H -1.037 4.005 -0.650 0.2210
H 0.241 -2.622 -3.833 0.2236
H 6.756 0.400 2.684 0.2068
Ta -0.140 -1.057 1.269 2.3874
C 0.780 3.050 -2.950 -0.2051
H -1.906 1.394 2.648 0.2383
Br -6.114 -4.615 0.726 0.0799
F -0.762 -1.982 5.367 -0.5232
Br -3.912 -7.024 0.551 0.0826
H 5.530 1.939 4.184 0.2060
C -2.508 -2.592 0.964 0.2974
C -0.388 2.349 -2.669 -0.0416
Br -0.693 -6.313 0.701 0.0787
F -1.614 -2.825 3.439 -0.5355
H -2.011 3.956 1.865 0.2220
C -3.340 -5.238 0.705 -0.1285
H -2.444 2.067 -3.174 0.2244
C -3.854 -2.899 0.894 -0.1572
H 1.688 4.583 -4.145 0.2260
C -1.544 2.618 -3.397 -0.1464
C -1.536 -3.631 0.906 0.2848
C 2.879 0.582 2.553 -0.1321
N -0.118 -1.016 -0.995 -0.5533
C -0.201 0.013 -1.910 -0.0050
N -0.412 6.143 -6.424 -0.3181
C -0.435 1.348 -1.577 0.1992
C -4.278 -4.219 0.769 -0.1822
C 4.969 -0.355 1.781 -0.1569
S 1.168 0.898 2.455 -0.1444
C -1.981 -4.945 0.770 -0.1837
Br -5.072 -1.469 0.981 0.0788
C -0.388 5.312 -5.633 0.2852
C 3.615 1.385 3.434 -0.2280
C -1.546 3.584 -4.382 -0.1717
O -0.308 -3.255 1.016 -0.7195
C 0.092 -2.132 -1.691 0.0599
C -0.051 -0.521 -3.214 -0.1929
C -1.655 3.132 1.280 -0.3145
O 3.486 -1.743 -0.162 -0.5769
H -2.446 3.802 -4.940 0.2268
O 1.625 -1.410 1.003 -0.7826
B -0.795 -1.902 4.033 1.3347
H 3.078 2.070 4.072 0.2179
C 2.899 -1.232 0.772 0.8002
C 0.120 -1.880 -3.068 -0.3184
F -1.226 -0.617 3.576 -0.5269
H 5.467 -1.036 1.109 0.2291
F 0.506 -2.038 3.445 -0.5078
O -2.005 -1.399 1.139 -0.7486
H 1.676 2.835 -2.388 0.2351
C -1.157 3.160 0.003 -0.1883
H -0.094 0.043 -4.126 0.2199
C 3.575 -0.319 1.732 -0.1545
C 5.677 0.446 2.649 -0.2572
H 0.242 -3.072 -1.193 0.2413
C -1.597 1.789 1.699 0.0658
C 0.789 4.023 -3.931 -0.1421
C 4.988 1.312 3.490 -0.1850

Top of the stability list: entry A, leading by 1.813 eV.